(1)
51
Properties=species:S:1:pos:R:3:forces:R:3 method="wB97M-V/def2-TZVPD" e_lumo_ha=0.006 relative_energy_kj_mol=0.00 smiles="O=C(O)CSc1nnc(-c2cccc(S(=O)(=O)N3CCOCC3)c2)n1-c1cccc(Cl)c1" orbital_gap_ha=0.3222
O -4.491230 -2.324209 1.494533 0.0 0.0 0.2
C -4.609651 -3.223271 0.709212 0.0 0.3 0.1
O -4.715964 -4.501598 1.057675 -0.1 -0.7 0.0
H -4.651869 -4.606484 2.020873 0.0 0.3 -0.1
C -4.659819 -3.065700 -0.794805 0.3 0.4 0.0
H -5.638794 -3.353990 -1.175529 0.0 0.0 0.0
H -3.885318 -3.679364 -1.254778 -0.1 -0.1 0.1
S -4.382968 -1.327038 -1.230155 -0.4 -0.2 -0.3
C -2.776042 -1.231133 -0.574544 0.1 -0.1 -0.1
N -1.914091 -2.211246 -0.525094 -1.1 -0.2 -0.5
N -0.799530 -1.736674 0.028359 1.1 0.5 0.6
C -0.967012 -0.469738 0.314399 -0.3 -0.4 -0.2
N -2.239120 -0.086783 -0.055064 0.4 -0.9 -0.1
C -2.898743 1.153191 0.040066 -0.4 0.7 0.0
C -4.069253 1.243474 0.783593 0.2 0.0 0.0
C -4.722944 2.460048 0.863850 0.0 0.0 0.0
C -4.220116 3.576511 0.217850 0.1 0.0 -0.1
C -3.050968 3.467751 -0.520721 -0.1 -0.2 0.1
C -2.383355 2.259200 -0.624153 -0.1 -0.1 0.0
H -1.475615 2.176940 -1.201348 0.1 0.0 -0.1
Cl -2.411724 4.853128 -1.327133 0.1 0.2 -0.1
H -4.727532 4.525545 0.282879 0.0 0.1 0.0
H -5.632015 2.540626 1.438794 -0.1 0.0 0.1
H -4.449014 0.368869 1.289262 0.0 -0.1 0.0
C 0.049811 0.354000 0.939989 0.5 0.3 0.3
C -0.241690 1.514882 1.657239 0.0 -0.1 0.0
C 0.776777 2.263300 2.221557 0.1 0.0 0.0
C 2.096586 1.861650 2.089247 0.1 0.1 0.1
C 2.376069 0.691793 1.407355 0.5 -0.1 -0.1
C 1.378156 -0.066524 0.838300 -0.3 0.0 0.0
H 1.614970 -0.978944 0.317167 0.0 -0.1 -0.1
S 4.073331 0.123415 1.289358 -0.2 0.0 -0.3
O 4.946080 1.252684 1.458937 -0.2 0.1 -0.1
O 4.254530 -1.006367 2.149652 -0.1 -0.2 -0.1
N 4.093805 -0.434936 -0.294090 -0.2 0.3 1.0
C 5.033326 -1.502648 -0.576004 0.3 -0.5 -0.1
H 4.910611 -2.260155 0.197024 0.1 -0.1 -0.1
C 4.709315 -2.054922 -1.964784 0.0 0.0 0.3
H 5.437331 -2.811214 -2.260618 -0.1 0.0 0.1
O 4.780282 -1.038382 -2.939893 0.2 0.0 -0.1
C 3.887821 0.010014 -2.652748 -0.2 0.3 0.2
H 4.022753 0.751011 -3.442156 -0.1 0.0 0.1
C 4.172648 0.622425 -1.277988 0.0 0.3 -0.6
H 3.426010 1.377593 -1.026739 0.0 0.1 -0.2
H 5.167607 1.089078 -1.270331 -0.1 0.0 0.0
H 2.852750 -0.364316 -2.668775 0.0 0.1 0.0
H 3.700993 -2.493755 -1.955059 0.1 0.0 0.0
H 6.067377 -1.129127 -0.560329 0.0 -0.1 0.0
H 2.913079 2.429997 2.504982 0.0 0.1 0.1
H 0.537437 3.161762 2.769447 0.0 0.1 0.0
H -1.265074 1.829655 1.791234 0.0 0.0 0.0



(2)
50
Properties=species:S:1:pos:R:3:forces:R:3 method="wB97M-V/def2-TZVPD" e_lumo_ha="-0.350 / -0.374" relative_energy_kj_mol=221.75 multiplicity=2 orbital_gap_ha="0.2139 / 0.1896" total_charge=+2
Ir 0.698490 -0.197026 0.629150 -0.2 0.3 -0.1
O -4.636736 5.277094 -1.482418 0.0 0.0 0.0
C -4.070737 4.123486 -1.847317 -0.1 0.0 0.1
O -4.468070 3.507069 -2.788611 0.0 0.0 0.0
C -2.911066 3.587588 -1.026365 0.0 0.0 0.0
C -2.366676 2.389999 -1.474892 0.0 0.0 0.0
C -1.307530 1.807663 -0.806123 0.0 0.0 -0.1
C -0.788038 2.423718 0.326667 0.1 0.0 0.1
C -1.323088 3.621438 0.791754 0.0 0.0 0.0
C -2.380330 4.195145 0.107735 0.0 0.0 0.0
N 0.297302 1.771952 1.001170 0.0 0.2 0.2
C 1.021723 2.303369 1.922687 0.0 0.1 -0.2
C 2.024258 1.460715 2.550838 -0.1 0.0 0.0
C 2.849719 1.835528 3.580053 0.0 0.0 0.0
C 3.725664 0.885014 4.113219 0.0 0.0 0.0
C 3.740141 -0.396239 3.598733 0.0 0.0 0.0
C 2.877858 -0.721383 2.559070 0.0 0.0 0.0
N 2.052704 0.194627 2.053400 0.0 -0.1 0.0
H -4.232395 5.680707 -0.707378 0.0 0.0 0.0
H -2.790751 1.934560 -2.359080 0.0 0.0 0.0
H -0.887869 0.886682 -1.198014 0.0 0.0 0.0
H -0.960822 4.111339 1.684192 0.0 0.0 0.0
H -2.781111 5.121706 0.498212 0.0 0.0 0.0
H 0.889768 3.332337 2.235539 0.0 0.0 0.0
H 2.807436 2.843101 3.970633 0.0 0.0 0.0
H 4.383321 1.152726 4.929475 0.0 0.0 0.0
H 4.402155 -1.155212 3.990712 0.0 0.0 0.0
H 2.843130 -1.710009 2.119518 0.0 0.0 0.0
F -3.344768 -1.219942 2.487016 0.0 0.0 0.0
C -2.312507 -1.502613 3.277786 0.1 0.0 0.0
F -2.607183 -1.202303 4.524868 0.0 0.0 0.0
F -2.020954 -2.794252 3.180582 0.0 -0.1 0.0
C -1.089821 -0.654579 2.820128 0.0 0.3 -0.3
O -0.616174 0.250410 3.435890 0.1 0.0 0.1
O -0.712963 -1.049552 1.593664 -0.2 -0.4 0.0
C -0.237519 -2.679171 -4.506215 0.0 0.0 0.0
Si 0.932036 -3.407068 -3.265157 0.0 0.0 0.0
C 2.708050 -3.376341 -3.795615 0.0 0.0 0.0
C 0.376911 -5.036332 -2.580796 0.0 0.0 0.0
C 0.854492 -2.191009 -1.776719 0.0 0.0 -0.2
C 0.776723 -1.410565 -0.817049 0.1 -0.3 0.4
H -0.210634 -3.325192 -5.388351 0.0 0.0 0.0
H 0.052015 -1.677421 -4.823930 0.0 0.0 0.0
H -1.266897 -2.654118 -4.148492 0.0 0.0 0.0
H 2.803301 -4.044702 -4.655759 0.0 0.0 0.0
H 3.385576 -3.737620 -3.021865 0.0 0.0 0.0
H 3.031239 -2.384116 -4.111249 0.0 0.0 0.0
H 0.415647 -5.758511 -3.401174 0.0 0.0 0.0
H -0.649297 -5.006793 -2.214450 0.0 0.0 0.0
H 1.024278 -5.405903 -1.785673 0.0 0.0 0.0



(3)
48
Properties=species:S:1:pos:R:3:forces:R:3 method="wB97M-V/def2-TZVPD" e_lumo_ha=0.007 orbital_gap_ha=0.3171
C -2.147466 -1.541749 -1.987008 -0.2 0.3 -0.1
H -2.801481 -2.015740 -2.714617 -0.1 0.0 0.0
H -2.399436 -1.916943 -0.999641 0.0 -0.1 0.1
H -1.114180 -1.791862 -2.204211 0.0 -0.1 0.0
C -2.329124 -0.026562 -2.063883 0.1 -0.2 -0.2
O -3.657055 0.386879 -1.823910 -0.1 0.1 0.0
C -4.159892 0.382271 -0.556159 -0.3 0.0 0.1
C -5.487881 0.797566 -0.446658 0.2 0.0 -0.1
C -6.110251 0.836475 0.783156 0.0 0.0 0.0
C -5.422853 0.462377 1.927159 0.0 0.0 0.2
C -4.107469 0.052152 1.822486 -0.1 0.0 0.1
C -3.472977 0.006547 0.591967 0.2 0.0 -0.2
H -2.442239 -0.311388 0.544302 0.0 -0.1 0.0
H -3.560464 -0.239279 2.707791 0.0 0.0 0.1
H -5.908382 0.493176 2.890682 0.0 0.0 0.1
H -7.137737 1.161836 0.851047 -0.1 0.0 0.0
H -6.006148 1.089062 -1.346399 -0.1 0.0 -0.1
H -2.145268 0.295211 -3.100349 0.0 -0.1 0.2
C -1.328890 0.752415 -1.224041 -0.1 0.4 -0.1
O -1.506595 1.928049 -0.916262 -0.7 -0.3 -0.5
N -0.213654 0.069070 -0.866268 0.4 -0.6 0.0
C 0.652079 0.784708 -0.217280 -0.4 0.7 -0.2
N 1.790015 0.282858 0.269064 0.3 -0.1 -0.1
C 2.014653 -1.122984 0.212789 0.1 -0.4 0.0
C 1.218536 -1.976628 0.965619 0.2 0.1 -0.1
C 1.420579 -3.342368 0.901673 0.1 -0.1 -0.1
C 2.423438 -3.827778 0.080088 0.0 0.2 0.0
C 3.220224 -2.990484 -0.681032 -0.1 -0.2 0.1
C 3.009332 -1.624482 -0.616952 -0.2 0.0 0.1
H 3.604334 -0.946663 -1.211293 0.0 0.0 0.0
H 3.984169 -3.407647 -1.317208 0.1 -0.1 -0.1
F 2.626659 -5.156083 0.019747 0.0 0.1 0.0
H 0.814697 -4.027839 1.472279 0.0 -0.1 0.0
H 0.437455 -1.571642 1.590266 -0.1 0.1 0.1
C 2.498056 1.145873 1.206917 -0.2 0.0 0.7
C 3.991647 0.928916 1.191769 0.0 0.5 -0.7
H 4.472219 1.372696 2.057807 0.0 0.1 0.1
H 4.277480 -0.111907 1.082213 0.1 0.0 -0.1
S 4.542091 1.875636 -0.276014 0.2 0.0 0.3
O 4.538543 1.019144 -1.428642 -0.3 -0.2 -0.3
O 5.754851 2.579208 0.022265 0.1 0.3 0.3
C 3.116878 3.018561 -0.340704 0.6 -0.5 0.0
C 2.175970 2.576464 0.761127 -0.9 -0.2 -0.1
H 2.189748 3.263759 1.605225 0.0 -0.1 0.0
S 0.423079 2.485477 0.103009 1.0 0.5 0.7
H 2.677306 2.907077 -1.328706 0.1 0.0 -0.1
H 3.491514 4.027972 -0.210958 0.1 0.0 0.0
H 2.093884 0.968574 2.217771 0.1 0.1 -0.2